Record 1
ORCA calculation (ωB97M-V/def2-TZVPD) on C26H74N6O8 as an isolated structure.

Geometry as XYZ:
```
114
Properties=species:S:1:pos:R:3:lowdin_charge:R:1
C -1.95 2.13 3.44 -0.028
C -2.39 1.42 2.16 -0.391
C -1.22 0.90 1.21 -0.140
O -0.42 1.97 0.61 -0.293
C -1.13 3.12 0.08 -0.109
N -3.34 0.45 2.54 0.040
H -1.28 1.45 3.96 0.074
H -2.67 2.52 4.16 0.080
H -1.44 3.03 3.10 0.076
H -2.87 2.08 1.45 0.119
H -1.59 0.35 0.35 0.069
H -0.50 0.23 1.69 -0.006
H -1.57 3.75 0.85 0.113
H -1.95 2.88 -0.59 -0.092
H -0.45 3.76 -0.48 0.109
H -4.09 0.42 1.87 0.072
H -3.77 0.69 3.42 0.070
C -2.75 6.10 -2.69 -0.035
C -2.96 4.93 -1.73 -0.368
C -2.66 3.51 -2.20 -0.132
O -2.97 2.66 -1.13 -0.160
C -3.09 1.33 -1.53 -0.060
N -2.11 5.16 -0.55 0.008
H -3.76 6.49 -2.83 0.073
H -2.43 5.89 -3.71 0.078
H -2.14 6.88 -2.22 0.076
H -3.88 4.87 -1.15 0.142
H -1.61 3.38 -2.49 0.154
H -3.35 3.29 -3.01 0.144
H -3.52 1.19 -2.53 0.100
H -3.72 0.71 -0.88 0.123
H -2.11 0.87 -1.57 0.057
H -1.21 5.50 -0.86 0.073
H -2.01 4.20 -0.25 -0.060
C 1.39 1.22 0.53 -0.188
C 1.13 0.84 -0.89 -0.243
C -0.33 0.37 -1.13 -0.170
O -0.39 -1.01 -0.75 -0.108
C -1.71 -1.67 -0.72 0.016
N 1.30 2.09 -1.70 0.049
H 0.78 0.58 1.17 -0.106
H 1.22 2.27 0.79 0.104
H 2.44 1.13 0.81 0.099
H 1.86 0.10 -1.22 0.064
H -0.63 0.54 -2.16 0.052
H -1.05 0.93 -0.52 0.043
H -1.50 -2.73 -0.57 0.054
H -2.28 -1.58 -1.64 0.097
H -2.32 -1.21 0.05 0.101
H 1.17 2.84 -1.04 0.026
H 2.25 2.12 -2.03 0.026
C 0.10 -4.18 -1.23 -0.083
C -1.39 -4.60 -1.35 -0.346
C -2.01 -4.87 0.04 -0.180
O -1.50 -6.16 0.40 -0.185
C -1.75 -6.61 1.77 -0.072
N -2.20 -3.54 -1.92 -0.049
H 0.48 -4.16 -2.25 0.129
H 0.69 -4.87 -0.61 0.129
H 0.25 -3.15 -0.93 -0.013
H -1.38 -5.48 -1.99 0.137
H -3.09 -4.88 -0.06 0.121
H -1.78 -4.05 0.73 0.126
H -1.39 -5.84 2.44 0.077
H -1.29 -7.57 2.00 0.081
H -2.80 -6.73 2.05 0.075
H -3.16 -3.85 -2.00 0.098
H -1.88 -3.21 -2.82 0.100
C 4.52 -2.35 0.85 -0.063
C 4.37 -1.69 -0.48 -0.396
C 2.98 -1.16 -0.79 -0.219
O 2.21 -2.30 -1.07 -0.086
C 0.84 -2.15 -1.61 -0.156
N 5.46 -0.70 -0.64 0.023
H 3.50 -2.63 1.09 0.064
H 4.74 -1.66 1.67 0.072
H 5.03 -3.31 0.74 0.085
H 4.57 -2.39 -1.30 0.137
H 2.93 -0.59 -1.72 0.133
H 2.50 -0.59 0.01 0.089
H 0.03 -1.87 -0.94 -0.175
H 0.52 -3.16 -1.84 -0.078
H 0.70 -1.52 -2.49 0.127
H 6.36 -1.13 -0.44 0.061
H 5.35 0.09 -0.02 0.059
C 0.76 -0.20 2.14 -0.121
C 1.50 0.19 3.35 -0.305
C 2.38 -0.98 3.88 -0.217
O 1.53 -2.03 4.15 -0.158
C 2.22 -3.24 4.57 -0.063
N 2.32 1.33 2.91 0.042
H -0.14 -0.79 2.36 0.153
H 1.38 -0.65 1.37 0.140
H 0.28 0.70 1.77 0.038
H 0.82 0.59 4.10 0.135
H 2.98 -0.58 4.70 0.122
H 3.16 -1.18 3.14 0.103
H 2.61 -3.78 3.71 0.082
H 1.51 -3.88 5.09 0.085
H 3.07 -3.04 5.22 0.083
H 1.80 2.09 2.50 0.076
H 2.89 1.72 3.65 0.082
C -0.86 -0.11 -3.93 -0.200
O -2.06 0.50 -4.17 -0.072
H -0.98 -1.07 -3.42 0.069
H -0.18 -0.25 -4.77 0.104
H -0.16 0.47 -3.32 0.055
H -2.50 0.71 -3.34 0.000
C 3.30 3.56 -1.74 -0.093
O 2.59 3.01 -0.61 -0.246
H 2.66 4.22 -2.32 0.096
H 4.13 4.14 -1.35 0.091
H 3.67 2.76 -2.38 0.100
H 2.41 3.72 0.00 0.108
```

Multiplicity: 1
Energy relative to the best compared isomer or geometry (same formula, charge and spin) in kJ/mol: 4349.4
E_LUMO in eV: 0.4999
HOMO level in eV: -5.65

---

Record 2
ORCA calculation (ωB97M-V/def2-TZVPD) on C26H74O40P8V as an isolated structure.

Geometry as XYZ:
```
149
Properties=species:S:1:pos:R:3:lowdin_charge:R:1
O -12.59 1.31 -15.69 -0.335
V -13.89 0.68 -15.06 0.905
O -13.89 -0.86 -15.37 -0.330
O -16.13 2.79 -12.41 0.075
C -15.37 2.23 -13.36 -0.770
O -14.46 2.84 -13.95 0.000
O -15.55 0.99 -13.64 -0.119
H -15.78 3.74 -12.40 0.083
O -14.13 5.08 -10.91 0.026
C -15.13 5.92 -11.39 -0.794
O -15.23 7.08 -10.93 -0.033
O -16.04 5.51 -12.15 -0.044
H -13.72 5.66 -10.26 0.085
C -16.79 -2.42 -14.20 -0.066
O -16.57 -3.29 -15.33 -0.200
P -17.15 -4.74 -15.29 0.318
O -18.58 -4.87 -15.04 -0.220
O -16.69 -5.36 -16.67 -0.200
C -15.32 -5.24 -17.05 -0.098
O -16.23 -5.44 -14.18 -0.220
C -16.46 -6.82 -13.94 -0.108
H -17.85 -2.40 -13.98 0.090
H -16.48 -1.43 -14.52 0.067
H -16.21 -2.72 -13.33 0.090
H -15.10 -5.95 -17.84 0.085
H -14.64 -5.40 -16.20 0.088
H -15.10 -4.24 -17.44 0.091
H -16.79 -6.94 -12.91 0.089
H -15.51 -7.37 -14.02 0.085
H -17.20 -7.28 -14.60 0.086
C -17.62 7.67 -7.86 -0.073
O -18.16 6.35 -8.02 -0.210
P -19.08 6.04 -9.26 0.333
O -18.61 6.66 -10.49 -0.175
O -19.19 4.47 -9.23 -0.210
C -17.98 3.75 -9.53 -0.068
O -20.51 6.51 -8.75 -0.199
C -21.61 6.41 -9.65 -0.112
H -18.02 8.31 -8.65 0.088
H -16.54 7.62 -8.00 0.074
H -17.83 8.02 -6.85 0.085
H -17.07 4.35 -9.49 0.085
H -18.06 3.38 -10.55 0.069
H -17.89 2.96 -8.80 0.069
H -21.34 6.00 -10.63 0.073
H -22.04 7.39 -9.83 0.089
H -22.37 5.75 -9.22 0.084
C -12.67 7.79 -16.18 -0.108
O -13.51 7.75 -15.03 -0.193
P -15.07 7.91 -15.18 0.334
O -15.85 7.99 -13.96 -0.171
O -15.11 9.26 -16.04 -0.225
C -16.40 9.77 -16.38 -0.108
O -15.58 6.80 -16.18 -0.218
C -15.68 5.47 -15.63 -0.067
H -13.22 7.98 -17.10 0.080
H -12.14 6.84 -16.28 0.088
H -11.92 8.56 -16.02 0.086
H -17.13 8.96 -16.37 0.083
H -16.40 10.17 -17.40 0.081
H -16.67 10.57 -15.70 0.088
H -16.50 5.40 -14.92 0.084
H -14.75 5.24 -15.10 0.084
H -15.78 4.76 -16.44 0.072
C -14.91 2.49 -19.74 -0.070
O -15.80 2.85 -18.67 -0.194
P -16.24 1.69 -17.70 0.361
O -15.19 1.19 -16.83 -0.209
O -17.44 2.36 -16.97 -0.175
C -18.10 1.59 -15.95 -0.062
O -16.86 0.55 -18.62 -0.188
C -17.79 0.92 -19.64 -0.093
H -14.07 1.89 -19.39 0.100
H -14.54 3.40 -20.21 0.095
H -15.44 1.86 -20.45 0.078
H -18.21 0.54 -16.24 0.098
H -19.11 1.99 -15.83 0.090
H -17.57 1.59 -15.00 0.075
H -18.79 0.63 -19.34 0.096
H -17.54 0.36 -20.54 0.092
H -17.80 1.98 -19.86 0.092
C -18.22 0.17 -11.88 -0.061
O -19.07 -0.32 -10.83 -0.190
P -18.51 -1.38 -9.82 0.333
O -17.37 -2.18 -10.24 -0.219
O -18.19 -0.57 -8.49 -0.204
C -19.10 0.31 -7.85 -0.086
O -19.84 -2.17 -9.48 -0.205
C -19.79 -3.29 -8.61 -0.099
H -17.92 1.19 -11.64 0.072
H -18.73 0.16 -12.84 0.094
H -17.34 -0.47 -12.02 0.052
H -20.05 0.36 -8.39 0.081
H -18.64 1.27 -7.68 0.072
H -19.32 -0.13 -6.87 0.086
H -20.20 -3.02 -7.64 0.085
H -18.80 -3.71 -8.46 0.088
H -20.43 -4.05 -9.04 0.088
C -14.98 2.07 -8.92 -0.071
O -15.75 2.11 -7.73 -0.217
P -15.28 2.86 -6.41 0.328
O -13.87 2.67 -6.06 -0.232
O -15.69 4.37 -6.62 -0.194
C -14.83 5.18 -7.42 -0.082
O -16.29 2.38 -5.32 -0.191
C -16.53 0.99 -5.11 -0.083
H -14.03 2.61 -8.88 0.086
H -15.57 2.46 -9.75 0.077
H -14.72 1.05 -9.18 0.083
H -15.12 5.11 -8.47 0.069
H -13.78 4.89 -7.32 0.088
H -14.92 6.23 -7.14 0.085
H -16.76 0.85 -4.06 0.090
H -15.67 0.37 -5.39 0.096
H -17.39 0.68 -5.70 0.062
C -21.23 2.55 -10.31 -0.075
O -21.39 2.10 -11.67 -0.206
P -21.65 3.18 -12.80 0.347
O -21.83 2.62 -14.14 -0.219
O -20.42 4.17 -12.60 -0.190
C -19.22 3.82 -13.28 -0.075
O -22.82 4.09 -12.24 -0.218
C -24.07 3.47 -11.97 -0.104
H -21.50 3.60 -10.22 0.062
H -20.21 2.39 -10.00 0.063
H -21.88 1.95 -9.68 0.095
H -19.17 2.89 -13.85 0.055
H -18.38 3.80 -12.59 0.063
H -18.96 4.61 -13.99 0.103
H -24.90 4.03 -12.41 0.088
H -24.23 3.41 -10.89 0.087
H -24.13 2.45 -12.35 0.090
C -9.82 -0.91 -12.43 -0.085
O -11.06 -0.96 -11.71 -0.181
P -12.09 0.21 -11.91 0.346
O -12.52 0.34 -13.31 -0.233
O -13.22 -0.10 -10.87 -0.190
C -14.20 -1.10 -11.22 -0.059
O -11.39 1.48 -11.34 -0.177
C -12.14 2.72 -11.35 -0.058
H -9.71 -1.86 -12.95 0.090
H -8.99 -0.79 -11.75 0.089
H -9.80 -0.14 -13.20 0.092
H -14.34 -1.71 -10.33 0.093
H -13.89 -1.79 -12.01 0.094
H -15.13 -0.61 -11.50 0.068
H -11.94 3.28 -10.44 0.088
H -13.22 2.57 -11.42 0.066
H -11.79 3.31 -12.20 0.103
```

Multiplicity: 1
Energy relative to the best compared isomer or geometry (same formula, charge and spin) in kJ/mol: 0.0
E_LUMO in eV: 1.9670
Net charge: -1
HOMO level in eV: -4.88

---

Q: Among the records above, which one has the highest E_LUMO?
A: C26H74O40P8V

---

Q: Which formula does entry 2 have?
A: C26H74O40P8V

---

Q: Which value of E_LUMO does entry 1 give?
A: 0.4999 eV